Density functional theory data (the ωB97M-V functional and the def2-TZVPD basis) for 15 unconnected molecules or ions with the total composition C37H109N11O22.

```
179
Properties=species:S:1:pos:R:3:forces:R:3:lowdin_charge:R:1
C 2.446166 21.541341 6.150138 1.5027 3.5994 -0.5790 -0.092
C 1.471054 22.580735 5.558272 -1.3481 -2.3876 0.5343 -0.391
C 2.031868 23.928797 5.166805 0.2033 -0.8611 0.2712 -0.155
O 2.663920 24.531570 6.284097 0.1705 0.4429 -0.0222 -0.178
C 1.762617 25.011626 7.272990 0.0789 0.0324 0.6186 -0.086
N 0.789480 21.838463 4.499370 -0.2070 1.0634 -0.7937 0.091
H 3.441737 21.562490 5.687056 -0.5052 0.0480 -1.3113 0.100
H 2.109186 20.534137 6.364463 -0.5003 0.8448 -1.3723 0.065
H 2.806034 21.957888 7.107764 -0.8800 -0.1372 -0.4560 0.066
H 0.676854 22.679785 6.313822 0.5918 0.7163 -0.8243 0.075
H 1.254769 24.606538 4.796042 -0.0572 -0.1488 -0.2754 0.119
H 2.769851 23.701820 4.391050 0.1725 0.6281 0.0051 0.125
H 1.982921 24.476898 8.199151 -0.0169 0.1649 0.1222 0.064
H 0.694441 24.865448 7.096051 0.1224 -0.2136 -0.6117 0.068
H 1.881505 26.079206 7.473169 0.3649 -0.0194 -0.1410 0.075
H 1.480264 21.658549 3.761413 -0.6793 0.0046 0.0614 0.047
H 0.061775 22.462154 4.144134 0.0924 -0.2940 -0.5154 0.066
C 0.994582 24.726991 14.735284 0.6326 0.3655 1.3781 -0.083
C 1.011685 24.164712 13.351373 -0.7165 -1.2196 -1.0649 -0.436
C 2.272087 24.511374 12.538188 0.3664 -0.5119 0.4978 -0.166
O 2.262523 23.930295 11.220764 -0.8883 1.2530 1.1173 -0.241
C 3.462291 24.085148 10.490311 0.3749 -0.3960 0.5521 -0.074
N 0.880152 22.701595 13.501913 0.1335 0.4958 0.4865 0.052
H 1.250217 25.788599 14.778836 0.1076 -0.0512 0.0222 0.078
H 1.664516 24.151192 15.385907 0.5481 0.3000 -0.2797 0.081
H 0.080368 24.583224 15.313605 -0.4751 0.0621 -0.7641 0.081
H 0.110826 24.517290 12.834373 0.1890 0.0253 -0.2435 0.132
H 3.112302 24.029727 13.060541 0.0794 0.1904 0.1592 0.130
H 2.449486 25.592691 12.576853 -0.0234 0.0289 -0.6578 0.120
H 3.841627 25.107881 10.536190 -0.3289 0.1585 -0.4416 0.083
H 3.230123 23.722425 9.493470 0.3499 0.2918 -0.0725 0.061
H 4.257114 23.460816 10.916258 -0.0942 -0.1863 -0.0412 0.102
H 0.700182 22.223830 12.637751 0.0171 -0.1384 -0.4210 0.039
H 1.790175 22.391049 13.830724 -0.1458 -0.3761 0.0291 0.078
C -2.189483 19.332498 4.581267 0.2064 1.5333 -1.3717 -0.069
C -1.998742 20.257978 5.776171 -1.1014 -1.1871 0.2981 -0.403
C -2.607116 21.697779 5.678496 -0.0023 -1.5149 -1.1470 -0.186
O -1.991781 22.458439 6.676399 -0.3524 0.3463 0.0439 -0.221
C -1.934547 23.849984 6.483911 0.3312 0.3968 0.7087 -0.090
N -2.584920 19.485973 6.905620 0.8601 1.4708 0.4472 0.046
H -3.230651 19.175281 4.286205 -0.0947 0.3111 0.0722 0.084
H -1.743378 18.340232 4.589987 0.0744 0.2885 0.8545 0.060
H -1.657407 19.894605 3.802710 -0.3843 -0.3963 -0.5862 0.055
H -0.923450 20.421085 5.867751 -0.0887 -0.1981 0.4191 0.093
H -3.698049 21.669183 5.791096 -0.0759 -0.0408 0.3016 0.126
H -2.461121 22.056818 4.653032 0.4809 0.4524 0.0700 0.111
H -1.190859 24.127649 5.731468 -0.3561 -0.0149 -0.4502 0.085
H -1.554221 24.295522 7.405927 0.0269 -0.1990 0.1223 0.065
H -2.906985 24.329533 6.347822 -0.0638 -0.1946 -0.4810 0.099
H -3.584104 19.468199 6.719079 -0.0497 -0.1427 0.1332 0.066
H -2.468033 20.129934 7.690812 -0.2767 -0.5030 0.3799 0.058
C -0.147987 22.992871 0.105705 -0.5263 0.2853 -0.9024 -0.053
C -1.525861 23.177458 0.747724 1.4321 0.7319 -1.1146 -0.427
C -2.105669 21.868639 1.228577 1.0032 -0.8336 1.8787 -0.238
O -2.442610 21.075265 0.140672 -1.1715 0.3577 -0.8198 -0.170
C -2.501852 19.669321 0.242767 1.1403 -0.0962 0.4378 -0.084
N -1.333387 24.160866 1.822059 -1.7614 -0.0573 0.4289 0.050
H 0.564544 22.686728 0.870046 0.1475 -0.4673 -0.3469 0.070
H 0.237437 23.896478 -0.380381 -0.1788 0.4612 0.6370 0.075
H -0.277946 22.403403 -0.806959 0.4177 -0.9324 0.5855 0.088
H -2.160942 23.547732 -0.067612 -0.3548 -0.0003 0.2093 0.141
H -2.855466 22.038299 2.019731 -0.9250 0.1149 -0.7285 0.119
H -1.401149 21.308985 1.869868 0.6890 0.2266 -0.3069 0.109
H -1.482073 19.268573 0.256924 0.1582 -0.0242 -0.1244 0.079
H -2.984399 19.280513 -0.648511 -0.2295 0.1237 0.0628 0.089
H -2.941341 19.260375 1.154444 -0.5468 0.3831 0.0483 0.083
H -1.030758 25.050331 1.444434 0.5462 -0.3009 -0.3187 0.026
H -2.283908 24.429032 2.092521 0.1262 -0.2100 0.5675 0.079
C 5.614341 20.231824 6.466792 0.3262 0.0664 0.3659 -0.030
C 4.439767 20.304140 7.409385 -1.2295 -1.2712 -0.3896 -0.462
C 4.199951 19.048358 8.243107 1.3709 1.5530 1.1821 -0.216
O 3.908379 17.875381 7.534612 -0.3686 0.1801 0.5491 -0.172
C 3.541621 16.867673 8.471605 -1.0345 -0.2031 -0.4514 -0.097
N 4.514699 21.492141 8.260975 0.1305 -1.4486 0.6011 0.070
H 5.640205 19.356137 5.819100 -0.4766 0.0258 -0.0994 0.081
H 6.542649 20.165613 7.041992 0.0585 0.3682 -0.0157 0.083
H 5.585854 21.149454 5.876073 0.4553 -0.0942 -0.1958 0.075
H 3.501509 20.363333 6.837400 1.7152 -0.8679 0.4878 0.050
H 3.415381 19.334758 8.956120 -0.2960 -0.4572 -0.0098 0.114
H 5.100215 18.929206 8.865617 0.0142 -0.4556 0.0720 0.132
H 2.589957 17.065676 8.982683 -0.0411 0.5950 -0.1236 0.091
H 4.255018 16.739557 9.286188 0.4637 -0.2743 -0.3973 0.090
H 3.302160 15.993259 7.868401 0.6446 -0.3395 0.2432 0.093
H 4.557057 22.338354 7.701612 0.2724 -1.3416 0.5370 0.008
H 3.658618 21.545606 8.803400 0.0262 -0.0050 0.2247 0.057
C 1.302361 18.613051 4.775535 -1.5755 -0.2476 -0.9831 -0.237
C 0.562002 18.108909 3.547667 0.2567 -0.5915 -0.2991 -0.238
O 1.465678 17.394235 2.689946 0.0244 0.0121 0.4605 -0.079
O 1.829313 17.457439 5.400731 0.4645 0.3729 -0.0449 -0.041
H 0.543078 19.069644 5.417304 0.4083 0.3418 0.0582 0.105
H 1.976748 19.358989 4.342577 0.4303 -0.2490 1.0784 0.089
H 0.152927 18.911993 2.935871 -0.0134 0.1072 0.2308 0.102
H -0.238647 17.434930 3.867849 0.0405 -0.0208 -0.1730 0.105
H 1.915304 16.792554 3.299383 0.1222 -0.0848 -0.1758 0.081
H 2.302391 17.740251 6.195011 0.2862 -0.1085 -0.0021 0.061
C 4.798214 25.481202 2.729992 0.7513 0.1446 -0.1861 -0.237
C 6.312958 25.382411 2.521908 -0.1749 1.0495 -0.2361 -0.251
O 6.901522 24.415655 3.369053 -0.2469 -0.1702 -0.0188 -0.057
O 4.175157 24.520269 1.889409 -0.4762 -0.0473 0.2755 -0.076
H 4.486936 26.482622 2.430898 -0.0644 -0.1447 -0.4063 0.103
H 4.457271 25.408970 3.768212 0.3583 -0.3231 0.1273 0.111
H 6.793290 26.364640 2.613377 -0.0729 0.0503 0.6035 0.114
H 6.438591 25.182424 1.452278 0.0113 -0.5185 0.0310 0.120
H 7.826622 24.306619 3.132938 -0.0058 -0.0169 -0.0038 0.087
H 4.491235 23.658882 2.186519 -0.0951 -0.0342 -0.0521 0.080
C 1.851195 19.796070 0.465732 0.5262 -1.0442 0.0516 -0.239
C 2.838955 20.681619 1.212731 -0.0237 0.6531 -0.3177 -0.208
O 2.568226 20.647655 2.621656 0.8088 -0.4482 -0.9588 -0.103
O 2.168628 19.619425 -0.912399 0.0354 0.5442 -0.0776 -0.061
H 0.831935 20.165817 0.559079 0.0043 0.0927 -0.0700 0.100
H 1.924031 18.786856 0.891915 -0.4402 0.3458 0.4935 0.106
H 2.799850 21.722518 0.886809 -0.2586 0.0263 0.0029 0.111
H 3.870282 20.369700 1.014224 -0.0508 -0.2064 0.0080 0.125
H 2.977375 19.808401 2.865914 -0.2631 0.0373 0.5213 0.081
H 2.828148 18.921620 -0.931645 0.0171 0.0255 -0.2561 0.082
C -0.109919 21.765355 9.556969 0.5944 0.8083 -0.0587 -0.171
C 0.428566 21.668043 8.137010 -0.1236 0.6491 0.1080 -0.232
O 1.306749 20.566120 7.962648 -1.7696 -0.7364 2.3459 -0.098
O 1.041024 21.800425 10.421656 -0.5703 -0.6404 0.2014 -0.100
H -0.834479 20.976835 9.766402 0.4047 -0.3057 0.3961 0.121
H -0.600256 22.718224 9.777818 -0.5149 -0.0190 -0.7267 0.112
H 0.974818 22.594178 7.915227 0.2254 -0.1180 0.8440 0.086
H -0.320881 21.693523 7.344156 -0.0662 -0.7690 0.7214 0.085
H 1.769070 20.493747 8.807770 0.0080 -0.1338 0.1380 0.071
H 1.170068 22.721500 10.744166 0.3581 -0.6406 -0.3542 0.039
C 0.519283 26.989672 2.022958 -1.8048 -1.6953 0.9537 -0.256
C 1.765443 27.284940 1.259921 0.3227 1.3168 1.6174 -0.240
O 1.826724 28.633035 0.854481 -0.2731 -0.0021 -1.0726 -0.058
O 0.061256 27.828634 3.081086 -0.0642 0.8667 -0.4341 -0.078
H 0.642867 26.100633 2.655528 0.4053 -0.5517 -0.8701 0.109
H -0.282488 26.741028 1.315499 -0.2186 0.5009 0.1193 0.105
H 1.763037 26.616012 0.403075 0.4453 0.1015 -0.0911 0.130
H 2.551655 27.066358 1.988896 0.5669 -0.0629 -0.6105 0.088
H 1.969632 29.232906 1.599748 0.2683 -0.5022 0.4289 0.051
H -0.426357 28.593965 2.757742 0.2884 0.0261 -0.2155 0.101
C 6.120415 24.873594 7.365239 -0.1442 0.7709 0.6566 -0.199
C 7.359061 24.804125 8.242371 -0.5044 0.1691 -0.0798 -0.249
O 8.142170 23.665549 7.921549 0.0907 0.4459 0.1079 -0.053
O 5.327238 23.710914 7.592739 0.8887 1.7700 -0.6808 -0.108
H 6.428476 25.063725 6.333691 0.0064 -0.7708 -0.2218 0.119
H 5.552944 25.780133 7.611632 -0.1176 -0.0351 0.3065 0.109
H 7.157031 24.786144 9.318498 -0.5143 -0.0298 -0.0298 0.116
H 7.853702 25.766758 8.086723 0.6984 -0.3850 -0.2625 0.116
H 7.610691 22.935094 8.259474 0.1263 -0.2350 -0.2154 0.082
H 4.509057 23.801375 7.090170 -0.2921 0.6692 -0.4007 0.064
C 0.102782 29.047600 6.969943 -0.8612 0.1494 1.1501 -0.195
C -0.447652 27.753219 6.411357 -0.3094 -0.8841 -0.1653 -0.215
O -0.846540 26.815656 7.438533 -0.1790 1.5476 0.1738 -0.098
O -1.004941 29.657326 7.705343 -0.0276 -0.2223 -0.3576 -0.091
H 0.389219 29.772053 6.210040 0.4692 -0.4401 -0.2325 0.124
H 0.841185 28.880871 7.758731 0.6596 -0.1703 -0.5832 0.115
H 0.220704 27.134724 5.825874 0.2354 0.5693 -0.3407 0.082
H -1.313052 28.015735 5.798614 -0.0274 -0.0897 -0.1142 0.124
H -1.242734 27.424036 8.080113 -0.2205 -0.5014 0.2752 0.065
H -0.791597 30.590458 7.777883 -0.1426 0.0260 0.1580 0.079
C 2.938148 29.083886 4.525882 0.1752 -0.7832 -0.4590 -0.643
O 2.869514 29.538332 3.379195 0.0691 -0.0110 0.7347 0.014
N 2.289975 27.953152 4.940180 0.0600 0.1022 -0.7140 0.179
N 3.738032 29.512498 5.521511 0.7450 1.2787 0.7633 0.158
H 1.768593 27.454393 4.245020 -0.4145 0.1300 0.2223 0.066
H 2.188133 27.772706 5.920734 0.1909 -0.3246 -0.0135 0.058
H 4.265834 30.368560 5.479396 -0.3230 0.0202 -0.5061 0.103
H 3.681748 29.074129 6.442404 0.1035 -0.0787 -0.2947 0.035
C 4.464850 28.330316 8.846608 -0.5734 0.9467 -0.3266 -0.645
O 3.687749 28.126402 7.906640 0.2294 -0.4064 0.4868 -0.014
N 5.619841 29.038239 8.664770 -0.5702 -0.7692 -0.0596 0.168
N 4.193380 28.000573 10.120437 -0.1225 -0.4388 0.4496 0.179
H 5.751882 29.369848 7.727098 0.5429 0.2227 0.2000 0.101
H 6.134493 29.300519 9.480971 0.4750 0.3902 -0.3627 0.096
H 3.277003 27.636803 10.353800 -0.1003 -0.0791 -0.2534 0.053
H 4.802241 28.263546 10.870471 0.1194 0.0123 0.0060 0.101
C 0.386591 26.898650 10.393359 -0.9754 0.7093 1.5728 -0.641
O 1.593780 26.940206 10.188529 -0.5817 -0.0744 -0.1219 0.017
N -0.328133 27.881066 11.055112 1.0044 -0.1375 -0.5929 0.166
N -0.416044 25.840242 10.125705 1.7007 -0.5925 -0.5097 0.181
H -1.302926 27.729754 11.214564 -0.0864 0.3644 0.2958 0.092
H 0.179272 28.638582 11.471659 -0.2173 0.1200 0.0086 0.104
H -1.408699 25.871195 10.229121 -0.1162 -0.2143 -0.2722 0.109
H 0.089524 25.180574 9.550496 -0.7986 -0.3554 -0.0738 0.090
```
Forces are in eV/Å.

Calculated values
**Total charge**: 0
**Multiplicity**: 1
**DFT total energy**: -101565.814 eV